[1]
The following is a DFT calculation (ωB97M-V/def2-TZVPD) of a molecular structure, C14H22BiN5S2 in a non-equilibrium geometry.

## Properties
molar mass	533.48	g/mol
HOMO level (alpha / beta)	-14.216 / -14.215	eV
total charge	+2
multiplicity	1
DFT total energy	-1830.79707	hartree

The geometry in XYZ format:
```
44
C14H22BiN5S2 ωB97M-V/def2-TZVPD
Bi -1.304 -0.060 -1.030
C 0.769 4.660 -3.745
S 1.718 3.208 -3.617
C 0.558 1.983 -3.002
S -0.407 2.476 -1.608
N 0.785 0.749 -3.434
N 0.187 -0.329 -2.732
C 0.245 -1.526 -3.278
C -0.306 -2.684 -2.696
C 0.069 -3.999 -3.134
C -0.462 -5.108 -2.516
C -1.376 -4.915 -1.449
C -1.581 -3.632 -0.997
N -1.027 -2.551 -1.588
H 1.446 5.480 -3.898
H 0.134 4.812 -2.807
H 0.107 4.553 -4.663
H 0.887 -1.595 -4.157
H 0.862 -4.118 -3.860
H -0.129 -6.135 -2.675
H -1.839 -5.742 -0.878
H -2.176 -3.455 -0.084
C -0.279 1.333 4.924
C -0.572 1.600 3.449
N 0.154 0.821 2.439
C 1.572 1.231 2.049
C 1.682 2.548 1.348
C -0.334 -0.334 1.839
C -1.347 -1.049 2.513
N 0.221 -0.770 0.647
H -0.224 0.253 5.203
H -1.124 1.677 5.522
H 0.672 1.930 5.227
H -0.352 2.642 3.278
H -1.660 1.466 3.210
H 1.853 0.399 1.370
H 2.129 1.193 2.947
H 0.775 2.969 0.924
H 2.375 2.442 0.520
H 2.111 3.311 2.013
H -2.383 -0.706 2.256
H -1.178 -1.116 3.611
H -1.272 -2.074 2.073
H 0.021 -1.841 0.487
```

***

[2]
The following is a DFT calculation (ωB97M-V/def2-TZVPD) of 2 unconnected molecules or ions with the total composition C2H3O2 in a non-equilibrium geometry.

## Properties
molar mass	59.04	g/mol
HOMO level	-15.458	eV
total charge	+1
multiplicity	1
DFT total energy	-228.09874	hartree

The geometry in XYZ format:
```
7
C2H3O2 ωB97M-V/def2-TZVPD
C 2.168 -0.279 -0.211
C -1.621 0.158 0.125
O -0.504 0.415 -0.275
O 3.076 0.162 0.180
H 1.040 -0.465 -0.534
H -2.012 0.546 1.184
H -2.147 -0.536 -0.468
```

***

[3]
The following is a DFT calculation (ωB97M-V/def2-TZVPD) of 2 unconnected molecules or ions with the total composition C4H6N2O.

## Properties
molar mass	98.10	g/mol
HOMO level	-9.122	eV
total charge	0
multiplicity	1
DFT total energy	-340.72032	hartree
structure (SMILES)	[H]/N=C1\C=CNC1=O.[H][H]

The geometry in XYZ format:
```
13
C4H6N2O ωB97M-V/def2-TZVPD
H -1.844 1.739 1.126
N -1.711 0.733 0.999
C -0.516 0.493 0.640
C 0.657 1.338 0.379
C 1.658 0.522 0.007
N 1.272 -0.817 -0.001
C -0.057 -0.947 0.377
O -0.681 -1.975 0.462
H 0.705 2.415 0.468
H 2.673 0.782 -0.267
H 1.849 -1.599 -0.264
H -2.031 -1.172 -2.292
H -1.974 -1.513 -1.633
```

***

[4]
The following is a DFT calculation (ωB97M-V/def2-TZVPD) of C4H7NO2 in the gas phase in a non-equilibrium geometry.

## Properties
molar mass	101.10	g/mol
HOMO level	-9.858	eV
total charge	0
multiplicity	1
DFT total energy	-361.78645	hartree
structure (SMILES)	O[C@@H]1CN=COC1

The geometry in XYZ format:
```
14
C4H7NO2 ωB97M-V/def2-TZVPD
O 1.721 -0.808 -0.407
C 0.816 0.225 -0.706
C 0.318 0.990 0.650
N -0.071 0.005 1.616
C -1.103 -0.640 1.205
O -1.670 -0.425 0.020
C -0.480 -0.253 -1.278
H 1.510 -1.044 0.510
H 1.334 1.007 -1.280
H -0.532 1.631 0.353
H 1.161 1.577 1.009
H -1.494 -1.448 1.844
H -0.954 0.469 -1.947
H -0.556 -1.286 -1.588
```

***

[5]
The following is a DFT calculation (ωB97M-V/def2-TZVPD) of 4 unconnected molecules or ions with the total composition C9H30BClF2NO8P2S in a non-equilibrium geometry.

## Properties
molar mass	458.61	g/mol
HOMO level	-4.594	eV
total charge	-1
multiplicity	1
DFT total energy	-2783.47653	hartree

The geometry in XYZ format:
```
55
C9H30BClF2NO8P2S ωB97M-V/def2-TZVPD
C -0.842 -2.459 1.469
B 0.643 -1.953 1.604
O 1.636 -2.879 1.777
P 1.123 -0.029 1.396
F 1.598 1.531 1.270
F 2.122 -0.414 0.118
Cl 2.871 -0.242 2.780
O -0.220 0.318 0.422
C -0.320 -0.033 -0.931
C 0.246 1.001 -1.913
N 1.450 0.554 -2.607
C 2.051 1.527 -3.494
C 3.002 2.517 -2.823
C 4.093 1.832 -2.012
O 2.335 3.444 -1.965
P -0.138 0.537 3.255
O 0.321 1.980 3.855
O -1.663 0.815 2.795
S -0.038 -0.785 4.698
H -1.296 -2.071 0.553
H -1.461 -2.123 2.304
H -0.868 -3.552 1.433
H 2.412 -2.616 1.263
H 0.063 -1.037 -1.166
H -1.393 -0.076 -1.138
H -0.545 1.218 -2.655
H 0.442 1.923 -1.368
H 1.222 -0.271 -3.146
H 2.660 0.969 -4.214
H 1.307 2.090 -4.095
H 3.466 3.091 -3.640
H 4.371 2.475 -1.178
H 4.972 1.665 -2.639
H 3.739 0.880 -1.617
H 1.526 3.736 -2.402
H 0.919 1.755 4.585
H -2.062 1.520 3.320
C 2.604 0.263 8.090
O 2.281 0.962 6.904
H 3.237 -0.572 7.800
H 3.154 0.891 8.800
H 1.711 -0.133 8.583
H 1.710 1.700 7.133
C -3.510 0.130 -4.255
O -2.943 -0.311 -3.032
H -2.890 0.944 -4.626
H -3.528 -0.679 -4.989
H -4.530 0.493 -4.101
H -3.501 -1.031 -2.717
C -5.480 -3.598 -2.944
O -5.562 -2.214 -3.274
H -4.807 -4.056 -3.665
H -5.077 -3.750 -1.941
H -6.457 -4.084 -3.016
H -6.152 -1.790 -2.645
```

***

[6]
The following is a DFT calculation (ωB97M-V/def2-TZVPD) of a molecular structure, C4H6IrO2 in a non-equilibrium geometry.

## Properties
molar mass	278.31	g/mol
HOMO level (alpha / beta)	-18.524 / -20.516	eV
total charge	+2
multiplicity	6
DFT total energy	-409.71298	hartree

The geometry in XYZ format:
```
13
C4H6IrO2 ωB97M-V/def2-TZVPD
O -2.897 0.751 0.587
C -1.907 0.114 -0.006
C -0.580 0.190 0.350
C 0.449 -0.740 -0.055
C 1.940 -0.421 -0.144
O 2.222 0.946 -0.123
Ir 0.657 1.830 -0.547
H -2.720 1.695 0.702
H -2.219 -0.373 -0.936
H 0.110 -1.498 -0.776
H 0.170 -0.681 1.290
H 2.339 -0.902 -1.057
H 2.437 -0.911 0.715
```

***

[7]
The following is a DFT calculation (ωB97M-V/def2-TZVPD) of a molecular structure, C41H44FGeN4O4Pd in a non-equilibrium geometry.

## Properties
molar mass	854.85	g/mol
HOMO level (alpha / beta)	-10.914 / -11.957	eV
total charge	+2
multiplicity	4
DFT total energy	-4412.80863	hartree

The geometry in XYZ format:
```
96
C41H44FGeN4O4Pd ωB97M-V/def2-TZVPD
Pd 0.307 0.219 -0.251
C -2.894 0.206 7.318
C -1.478 0.374 6.775
N -1.474 0.610 5.342
C -1.213 -0.427 4.516
C -1.135 -0.330 3.165
C -0.683 -1.550 2.381
O -1.148 -2.645 2.615
O 0.244 -1.278 1.548
C -1.387 0.915 2.491
O -1.393 1.079 1.258
C -1.660 2.024 3.406
C -1.837 3.306 2.886
C -1.978 4.393 3.706
F -2.027 5.613 3.117
C -2.039 4.264 5.107
C -1.935 2.974 5.613
C -1.696 1.853 4.806
N -2.253 5.334 5.982
C -1.595 5.391 7.269
C -2.616 5.859 8.320
N -3.565 6.822 7.684
C -2.872 7.607 6.632
C -2.534 6.668 5.467
H -2.862 0.038 8.391
H -3.360 -0.656 6.848
H -3.514 1.077 7.116
H -0.914 -0.542 6.963
H -0.946 1.188 7.273
H -1.047 -1.391 4.974
H -1.827 3.437 1.815
H -2.045 2.830 6.673
H -0.739 6.080 7.233
H -1.204 4.417 7.550
H -2.096 6.353 9.140
H -3.185 5.019 8.723
H -3.973 7.436 8.399
H -4.330 6.297 7.239
H -1.977 8.051 7.072
H -3.513 8.415 6.279
H -1.689 7.103 4.917
H -3.386 6.599 4.785
O 0.898 0.613 -2.711
C 1.100 1.902 -3.261
C -0.203 2.696 -3.321
C -0.941 2.690 -1.970
C -0.103 3.191 -0.827
C -0.115 4.526 -0.430
C 0.603 4.907 0.693
C 1.335 3.953 1.388
C 1.333 2.656 0.907
N 0.642 2.296 -0.172
H 0.299 0.131 -3.299
H 1.531 1.815 -4.265
H 1.830 2.392 -2.614
H -0.859 2.244 -4.068
H 0.010 3.717 -3.635
H -1.255 1.657 -1.725
H -1.830 3.314 -2.064
H -0.693 5.252 -0.983
H 0.584 5.932 1.025
H 1.897 4.210 2.274
H 1.896 1.867 1.405
C -1.203 -3.409 -0.457
Ge 0.375 -2.185 -0.666
C 1.902 -3.258 0.133
C 2.705 -2.689 1.105
C 3.605 -3.482 1.796
C 3.736 -4.820 1.465
C 2.962 -5.374 0.461
C 2.042 -4.587 -0.213
C 1.125 -2.386 -2.647
C 0.279 -2.952 -3.553
C 0.607 -2.939 -4.920
C 1.793 -2.405 -5.334
C 2.687 -1.821 -4.415
C 3.902 -1.232 -4.825
C 4.745 -0.647 -3.923
C 4.404 -0.615 -2.563
C 3.233 -1.172 -2.130
C 2.344 -1.795 -3.029
H -0.948 -4.403 -0.810
H -2.090 -3.057 -0.975
H -1.428 -3.469 0.604
H 2.590 -1.640 1.358
H 4.197 -3.057 2.594
H 4.461 -5.429 1.983
H 3.069 -6.416 0.199
H 1.435 -5.012 -0.999
H -0.646 -3.414 -3.242
H -0.086 -3.362 -5.630
H 2.065 -2.426 -6.378
H 4.152 -1.255 -5.876
H 5.673 -0.204 -4.251
H 5.082 -0.152 -1.861
H 2.973 -1.155 -1.074
```

***

[8]
The following is a DFT calculation (ωB97M-V/def2-TZVPD) of a molecular structure, C10H14AsO11SScSe.

## Properties
molar mass	541.12	g/mol
HOMO level	-3.901	eV
total charge	-2
multiplicity	1
DFT total energy	-7013.47907	hartree

The geometry in XYZ format:
```
39
C10H14AsO11SScSe ωB97M-V/def2-TZVPD
Sc -0.946 -1.050 1.330
O -4.200 1.501 -0.735
As -2.968 1.446 0.565
O -3.572 2.331 1.788
O -2.728 -0.204 0.773
C -1.483 2.169 -0.478
C -1.748 2.455 -1.817
C -0.754 2.935 -2.654
C 0.527 3.137 -2.164
C 0.804 2.855 -0.839
C -0.189 2.375 0.005
S 0.311 2.081 1.702
O -0.040 3.275 2.430
O 1.725 1.782 1.640
O -0.506 0.911 2.118
H -5.040 1.539 -0.262
H -2.743 2.291 -2.202
H -0.983 3.139 -3.694
H 1.316 3.499 -2.814
H 1.800 2.973 -0.434
O 0.044 -4.642 2.701
Se -1.171 -3.582 2.643
O -1.500 -3.107 1.065
O -0.668 -2.047 3.147
O -2.492 -4.061 3.429
C 1.304 -2.745 -1.324
C 1.601 -1.547 -0.420
C 2.318 -2.015 0.850
C 2.463 -0.514 -1.151
O 0.390 -0.931 -0.080
H 2.223 -3.270 -1.607
H 0.797 -2.402 -2.229
H 0.642 -3.436 -0.799
H 3.295 -2.451 0.618
H 1.720 -2.770 1.368
H 2.461 -1.160 1.514
H 3.422 -0.940 -1.464
H 2.640 0.333 -0.486
H 1.926 -0.154 -2.032
```

***

[9]
The following is a DFT calculation (ωB97M-V/def2-TZVPD) of C5H7P in the gas phase in a non-equilibrium geometry.

## Properties
molar mass	98.08	g/mol
HOMO level (alpha / beta)	-7.890 / -7.578	eV
total charge	0
multiplicity	1
DFT total energy	-535.92084	hartree

The geometry in XYZ format:
```
13
C5H7P ωB97M-V/def2-TZVPD
C 1.673 0.185 -0.488
C 0.353 -0.332 -0.500
C 1.944 1.488 -0.195
C -0.809 0.346 -0.037
C -2.010 -0.479 -0.226
P -0.957 1.909 0.768
H 2.438 -0.607 -0.547
H 0.343 -1.339 -0.901
H 1.177 2.255 -0.431
H -2.967 0.103 -0.540
H -2.351 -0.849 0.690
H -1.659 -1.322 -0.841
H 2.901 1.813 0.144
```

***

[10]
The following is a DFT calculation (ωB97M-V/def2-TZVPD) of C10H13N3O in the gas phase in a non-equilibrium geometry.

## Properties
molar mass	191.23	g/mol
HOMO level	-8.503	eV
total charge	0
multiplicity	1
DFT total energy	-628.25020	hartree
structure (SMILES)	Cn1cncc1[C@]1(CO)C=CCC=N1

The geometry in XYZ format:
```
27
C10H13N3O ωB97M-V/def2-TZVPD
C 1.060 0.011 2.430
N 1.423 0.760 1.276
C 2.454 1.610 1.263
N 2.782 1.995 0.043
C 1.934 1.327 -0.811
C 1.096 0.573 0.001
C -0.158 -0.531 -0.468
C 0.439 -1.899 -0.270
O -0.477 -2.947 -0.512
C -0.581 -0.429 -1.982
C -1.692 0.295 -2.180
C -2.571 0.834 -1.069
C -2.232 0.162 0.263
N -1.144 -0.360 0.553
H 1.895 -0.720 2.497
H 1.309 0.574 3.429
H -0.013 -0.357 2.367
H 2.959 1.934 2.140
H 2.010 1.440 -1.887
H 0.657 -1.973 0.820
H 1.338 -2.016 -1.011
H -1.304 -2.723 -0.018
H 0.046 -0.888 -2.615
H -2.204 0.475 -3.158
H -2.256 1.887 -0.955
H -3.717 0.762 -1.094
H -3.051 0.204 0.950
```

***

[11]
The following is a DFT calculation (ωB97M-V/def2-TZVPD) of C3H7NOS in the gas phase.

## Properties
molar mass	105.16	g/mol
HOMO level	-8.750	eV
total charge	0
multiplicity	1
DFT total energy	-646.62999	hartree
structure (SMILES)	CS/C(C)=N\O

The geometry in XYZ format:
```
13
C3H7NOS ωB97M-V/def2-TZVPD
C -1.645 -1.253 0.425
S -0.917 0.291 1.022
C 0.507 0.542 0.002
C 1.700 1.110 0.729
N 0.613 0.373 -1.251
O -0.548 -0.075 -1.867
H -0.871 -2.000 0.242
H -2.202 -1.105 -0.493
H -2.300 -1.589 1.229
H 2.047 0.397 1.448
H 2.491 1.388 0.043
H 1.438 2.023 1.258
H -0.313 -0.101 -2.787
```

***

[12]
The following is a DFT calculation (ωB97M-V/def2-TZVPD) of 3 unconnected molecules or ions with the total composition ClH2N2O in a non-equilibrium geometry.

## Properties
molar mass	81.48	g/mol
HOMO level	-3.899	eV
total charge	-1
multiplicity	1
DFT total energy	-646.25891	hartree

The geometry in XYZ format:
```
6
ClH2N2O ωB97M-V/def2-TZVPD
N -2.612 0.719 0.310
N -2.971 -0.113 -0.328
O 0.491 -0.264 -0.279
Cl 3.514 0.327 -0.069
H 1.320 0.162 0.006
H 0.258 -0.831 0.360
```